A cluster of 19 separate species, C28H18Cl72FN2Si in total at a distorted geometry. Source: OMol25; level of theory: ωB97M-V with the def2-TZVPD basis set.

Values from the calculation:
**Spin multiplicity**: 1
**Frontier orbital gap**: 0.2865 Ha
**Total charge**: +1
**HOMO energy**: -12.10 eV
**LUMO**: -4.30 eV
**Electronic energy**: -944504.862 eV

Last column: Mulliken charge in e.
Atoms and positions in Å:
C: -4.13935 0.54279 3.05131  -1.20
C: -3.55121 -0.91197 3.17728  0.55
F: -4.59386 -1.72429 3.69205  -0.39
C: -3.14329 -1.46866 1.76539  -0.99
C: -1.61916 -1.65392 1.57182  0.66
C: -1.06308 -2.51668 0.51397  -0.79
N: 0.27689 -2.63102 0.47123  0.67
N: 1.22413 -2.09358 1.18160  -0.65
C: 0.83755 -1.28546 2.18535  -0.18
Si: 2.12079 -0.45390 3.37739  -0.19
C: 1.26166 0.95170 4.33185  -1.00
C: 2.62797 -1.87003 4.56432  -0.53
C: 3.70355 0.09181 2.49035  -0.83
C: -0.59793 -1.04370 2.39565  0.73
H: -4.79233 0.59414 2.15017  0.29
H: -4.76741 0.75667 3.94521  0.30
H: -3.29142 1.26713 3.01477  0.32
H: -2.72102 -0.91519 3.91987  0.25
H: -3.60691 -2.49118 1.69555  0.47
H: -3.56908 -0.85600 0.92735  0.40
H: -1.71036 -3.08585 -0.18941  0.53
H: 0.61422 -3.26388 -0.26617  0.01
H: 0.48249 0.50600 5.01012  0.32
H: 2.01599 1.48244 4.97105  0.39
H: 0.76347 1.70228 3.66370  0.32
H: 3.12549 -1.50703 5.48927  0.42
H: 3.25540 -2.56043 3.94721  0.27
H: 1.67106 -2.42945 4.78156  -0.20
H: 4.10118 -0.65369 1.75817  0.22
H: 4.49835 0.19118 3.28243  0.35
H: 3.63647 1.10729 2.01837  0.29
H: -0.88743 -0.38090 3.23871  0.15
C: 0.63290 1.86617 -0.83364  -0.02
Cl: 0.37796 0.54894 0.33699  0.19
Cl: -0.93032 2.46370 -1.40822  -0.06
Cl: 1.52067 3.18499 -0.05331  -0.12
Cl: 1.56972 1.24318 -2.19429  0.08
C: -2.14843 6.67222 -1.90010  0.21
Cl: -0.63309 5.89326 -1.40525  0.07
Cl: -3.30382 5.43215 -2.42389  -0.11
Cl: -2.82807 7.57153 -0.53001  -0.09
Cl: -1.83135 7.78649 -3.24023  -0.04
C: 0.73075 -5.64055 5.65488  0.09
Cl: 2.25578 -6.42024 6.09825  -0.05
Cl: -0.43266 -6.86942 5.12154  -0.08
Cl: 0.07797 -4.78038 7.05593  -0.10
Cl: 1.01982 -4.49115 4.33312  0.09
C: 2.97516 0.78748 -5.95259  0.03
Cl: 1.90349 -0.47164 -6.59507  -0.03
Cl: 2.04028 2.26662 -5.67182  -0.09
Cl: 3.68759 0.23790 -4.42256  0.32
Cl: 4.27096 1.11681 -7.10886  -0.04
C: 2.43179 -4.15632 -4.35571  -0.04
Cl: 1.70405 -3.66055 -2.80725  0.05
Cl: 3.40012 -2.82641 -5.00100  0.09
Cl: 3.46311 -5.57610 -4.09471  -0.07
Cl: 1.14790 -4.56063 -5.50551  -0.08
C: -2.38148 0.01348 -6.75635  0.21
Cl: -3.08748 0.49347 -5.18893  -0.10
Cl: -1.39363 1.33592 -7.39578  -0.02
Cl: -1.36042 -1.41498 -6.51116  -0.07
Cl: -3.66666 -0.38322 -7.90683  -0.05
C: 6.23058 -2.47768 -1.67435  0.17
Cl: 5.15497 -3.72940 -2.31759  0.01
Cl: 5.30085 -0.99317 -1.38110  0.00
Cl: 6.94543 -3.03397 -0.15257  -0.10
Cl: 7.51499 -2.14523 -2.84642  -0.07
C: -8.26246 1.42573 2.53625  0.30
Cl: -8.93218 1.88131 4.10867  -0.03
Cl: -7.32748 2.78073 1.87550  -0.10
Cl: -7.19978 0.01968 2.73584  -0.08
Cl: -9.57897 1.01866 1.42409  -0.09
C: -3.15905 -6.74358 8.80501  0.34
Cl: -1.53130 -7.28624 9.24111  -0.05
Cl: -3.65587 -7.52186 7.29222  -0.09
Cl: -4.29312 -7.18052 10.09359  -0.10
Cl: -3.16017 -4.98277 8.59062  -0.09
C: -5.21477 3.53445 -8.03709  0.30
Cl: -6.52298 4.51480 -7.35832  -0.08
Cl: -5.85525 2.51804 -9.34145  -0.12
Cl: -3.95251 4.59712 -8.68249  -0.11
Cl: -4.52591 2.50301 -6.77029  0.01
C: -10.26142 5.76561 -9.20755  0.32
Cl: -9.01123 4.54093 -9.48169  -0.03
Cl: -11.39176 5.18846 -7.97093  -0.10
Cl: -9.50140 7.26923 -8.65735  -0.10
Cl: -11.13892 6.06487 -10.71663  -0.10
C: -0.35192 -9.65414 12.51449  0.31
Cl: -0.57832 -10.99227 13.65191  -0.09
Cl: -1.93117 -9.05033 11.98712  -0.04
Cl: 0.54374 -8.34788 13.30888  -0.10
Cl: 0.56064 -10.22373 11.10500  -0.10
C: 2.77911 -7.60376 1.67773  0.22
Cl: 1.46170 -7.60947 2.86315  0.00
Cl: 2.59870 -8.98305 0.58312  -0.09
Cl: 2.72566 -6.09388 0.74033  -0.06
Cl: 4.33130 -7.71616 2.52083  -0.09
C: 8.43124 -0.36211 -7.57433  0.22
Cl: 9.38618 -1.68544 -8.25996  -0.09
Cl: 7.00673 -0.07667 -8.59035  -0.09
Cl: 7.91801 -0.79480 -5.93138  0.01
Cl: 9.41688 1.10937 -7.51408  -0.07
C: 6.67622 3.33860 -3.44230  0.03
Cl: 6.09457 1.88399 -2.61228  0.04
Cl: 5.32998 4.47193 -3.65975  -0.07
Cl: 7.94430 4.10561 -2.47329  -0.09
Cl: 7.33013 2.88854 -5.02462  0.04
C: -8.61468 1.66229 8.11722  0.33
Cl: -9.68674 0.39603 7.49566  -0.09
Cl: -9.55706 3.12400 8.44917  -0.09
Cl: -7.84327 1.10350 9.61057  -0.10
Cl: -7.36951 2.02576 6.90791  -0.06
C: 1.22298 10.01451 -1.93702  0.30
Cl: 2.22502 11.23738 -1.13952  -0.10
Cl: 0.13744 10.80445 -3.09285  -0.09
Cl: 2.26381 8.86417 -2.79505  -0.08
Cl: 0.26674 9.14891 -0.72118  -0.05
C: 9.84741 6.88568 -5.26773  0.29
Cl: 11.23798 6.64798 -4.19614  -0.10
Cl: 8.40104 7.20975 -4.29552  -0.07
Cl: 10.15654 8.25973 -6.34123  -0.10
Cl: 9.59287 5.42397 -6.23671  -0.04


A structure of composition C28H19F12NO4SbSe4Tc at a distorted geometry. Source: OMol25; level of theory: ωB97M-V with the def2-TZVPD basis set.

Values from the calculation:
**Spin multiplicity**: 1
**Frontier orbital gap**: 0.2103 Ha
**HOMO energy**: -7.91 eV
**LUMO**: -2.19 eV
**Energy above the lowest of the compared OMol25 structures with the same formula, charge and spin**: 1.8 kcal per mole
**Electronic energy**: -341758.397 eV

Last column: Mulliken charge in e.
Atoms and positions in Å:
Tc: -0.28366 0.58101 0.06251  0.37
C: 3.60142 -3.16846 4.34668  -1.58
C: 2.83032 -2.63334 3.17097  0.50
C: 3.32509 -2.70862 1.87535  -1.38
C: 2.59346 -2.22245 0.81047  -0.38
C: 1.33203 -1.65124 0.98988  0.68
N: 0.63778 -1.14064 -0.12768  1.75
C: 0.91977 -1.74047 -1.38320  -0.35
C: 0.71319 -3.11839 -1.46969  -0.13
C: 1.01903 -3.81352 -2.62022  -0.98
C: 1.55540 -3.15583 -3.72370  0.59
C: 1.91465 -3.90761 -4.97646  -1.58
C: 1.71434 -1.78105 -3.64695  -0.90
C: 1.37311 -1.05247 -2.50826  -0.85
C: 1.46512 0.47172 -2.47020  2.14
O: 0.45468 1.00792 -1.71173  -0.94
C: 2.86418 0.91188 -1.95310  0.21
F: 3.83994 0.66186 -2.83132  -0.30
F: 2.89375 2.22067 -1.66414  -0.28
F: 3.17710 0.25509 -0.82357  -0.18
C: 1.19190 1.10891 -3.87297  0.39
F: 1.05897 2.43292 -3.75786  -0.24
F: 2.15498 0.89518 -4.78471  -0.26
F: 0.05117 0.62114 -4.36809  -0.21
C: 0.82520 -1.55368 2.29440  -0.91
C: 1.58259 -2.05226 3.34931  -0.63
C: -0.57893 -1.01633 2.57577  1.67
O: -1.15503 -0.26044 1.57529  -0.92
C: -0.62724 -0.11407 3.85242  0.17
F: -1.75498 0.58838 3.90032  -0.25
F: -0.53723 -0.79685 5.00496  -0.26
F: 0.39185 0.76569 3.82804  -0.18
C: -1.53140 -2.23407 2.75177  0.52
F: -1.11438 -3.09426 3.68931  -0.27
F: -1.60434 -2.90228 1.59396  -0.18
F: -2.76829 -1.84618 3.08116  -0.26
H: 4.53742 -3.62436 4.02730  0.38
H: 3.02301 -3.92376 4.88066  0.34
H: 3.83752 -2.37610 5.05914  0.33
H: 4.29907 -3.14692 1.69295  0.35
H: 3.00882 -2.27204 -0.18622  0.53
H: 0.31070 -3.63048 -0.60470  0.59
H: 0.83966 -4.88121 -2.66295  0.42
H: 2.38476 -4.86148 -4.73733  0.39
H: 2.60182 -3.33296 -5.59597  0.41
H: 1.02636 -4.12060 -5.57446  0.30
H: 2.09780 -1.26359 -4.51441  0.56
H: 1.18722 -2.00201 4.35391  0.71
C: 3.26922 1.96884 2.30016  -2.05
C: 1.99823 2.10925 1.52569  1.39
O: 1.45711 1.06469 1.14683  0.56
C: 1.43083 3.40467 1.20357  0.76
C: 2.15952 4.58496 1.40729  -1.23
C: 1.63746 5.80396 1.04022  -0.87
C: 0.36117 5.86142 0.47537  -0.48
C: -0.38481 4.71725 0.28420  -0.72
C: 0.15112 3.48175 0.63818  0.39
O: -0.61099 2.40378 0.43606  -0.73
H: 3.37720 0.93082 2.60538  0.28
H: 3.28256 2.62472 3.16937  0.45
H: 4.10902 2.23681 1.65409  0.40
H: 3.14704 4.53257 1.84515  0.42
H: 2.21008 6.70883 1.18644  0.42
H: -0.05064 6.81736 0.17905  0.42
H: -1.37527 4.74522 -0.14773  0.52
Se: -5.55927 1.19674 -3.24749  -0.44
Sb: -4.30027 -0.70440 -2.72127  0.68
Se: -2.06761 0.11079 -1.20010  0.54
Se: -3.83528 -1.01325 -0.21882  -0.23
Se: -3.61338 -2.49689 -4.05892  -0.41


A structure of composition C28H19N8Pt at a distorted geometry. Source: OMol25; level of theory: ωB97M-V with the def2-TZVPD basis set.

Values from the calculation:
**Spin multiplicity**: 3
**Frontier orbital gap (alpha / beta)**: 0.2306 / 0.2620 Ha
**Total charge**: +1
**HOMO energy (alpha / beta)**: -10.21 / -11.05 eV
**LUMO (alpha / beta)**: -3.93 / -3.92 eV
**Electronic energy**: -44504.845 eV

Last column: Mulliken charge in e.
Atoms and positions in Å:
Pt: -0.41670 -1.70622 -1.41160  0.89
C: 3.53560 -2.08108 -2.76318  -0.82
C: 4.31138 -1.93059 -1.61211  -0.25
C: 3.73988 -1.85155 -0.38315  -0.65
C: 2.32726 -1.93363 -0.28489  0.69
N: 1.56698 -1.98567 -1.41820  -0.19
C: 2.16352 -2.09695 -2.63457  -0.06
N: 1.85710 -1.99416 0.97412  -0.47
C: 0.62194 -2.20851 1.36443  -0.22
N: -0.51463 -2.34071 0.55819  -0.56
C: -1.67584 -2.28125 1.34609  0.02
N: -2.88938 -2.02783 0.94598  -0.52
C: -3.25234 -1.92565 -0.34228  0.53
C: -4.67313 -1.82759 -0.50584  -0.60
C: -5.24279 -2.03200 -1.72801  -0.24
C: -4.38097 -2.29178 -2.82421  -0.72
C: -3.03320 -2.22672 -2.64105  -0.09
N: -2.44342 -1.95923 -1.44384  -0.16
C: -1.24152 -2.23760 2.70671  0.31
C: -1.98136 -2.16976 3.87708  -0.23
C: -1.30549 -2.03411 5.10851  -0.59
C: 0.10417 -1.99569 5.11465  -0.46
C: 0.85045 -2.07440 3.93979  -0.27
C: 0.16518 -2.17350 2.73975  0.69
H: 3.96132 -2.02981 -3.77109  0.37
H: 5.37863 -1.97187 -1.63024  0.44
H: 4.28416 -1.70698 0.55506  0.45
H: 1.51492 -2.15759 -3.50131  0.42
H: -5.23941 -1.60116 0.40847  0.43
H: -6.32606 -1.96347 -1.85859  0.41
H: -4.81011 -2.45216 -3.81211  0.38
H: -2.35756 -2.26594 -3.51576  0.38
H: -3.06219 -2.08197 3.83855  0.48
H: -1.88647 -1.95000 6.05537  0.37
H: 0.64746 -2.00249 6.10092  0.33
H: 1.94303 -2.09356 3.92835  0.49
N: 3.61975 7.75553 1.29726  -0.45
C: 2.96543 6.81086 1.03713  0.00
C: 2.15431 5.71943 0.66270  0.34
C: 2.55629 4.39227 0.88767  -0.86
C: 1.81411 3.33653 0.36067  -0.49
C: 0.73077 3.60471 -0.52452  1.39
C: 0.31912 4.93725 -0.76658  -0.44
C: 1.00750 5.96022 -0.13971  -0.68
N: 0.04135 2.50225 -1.11433  0.21
C: -0.61350 2.43538 -2.37859  -0.16
C: -0.75925 1.10743 -2.63206  -0.64
N: -0.35835 0.35999 -1.53032  -0.49
C: 0.13281 1.20901 -0.63574  -0.36
H: 3.40320 4.14427 1.52305  0.42
H: 2.10097 2.29527 0.50610  0.34
H: -0.51244 5.17283 -1.49666  0.24
H: 0.69595 6.98989 -0.32843  0.41
H: -0.81994 3.27589 -3.04379  0.36
H: -1.28331 0.67138 -3.49200  0.38
H: 0.56479 0.98279 0.32816  0.51